#w
Formula: C2H7O2PS2
Source: the OMol25 dataset
Level of theory: wB97M-V/def2-TZVPD

XYZ file:
```
14
Properties=species:S:1:pos:R:3
O 1.60941 -0.84245 -0.39779
C 1.12539 0.22820 -1.13610
P -0.31925 0.81547 -0.05157
S -1.54267 2.10801 -1.33358
S 0.72836 2.02349 1.39672
H 2.14864 -0.55428 0.37286
H 1.84418 1.09655 -1.40804
H 0.70048 -0.11184 -2.19358
H -2.73121 1.37191 -0.88603
H -0.06757 1.32203 2.25719
C -0.86314 -1.84360 0.80557
O -1.87161 -1.48295 0.29468
H 0.04533 -1.22827 1.04823
H -0.80633 -2.90226 1.23145
```

As for the structure (SMILES): OCP(S)S.C=O. As for the gap between HOMO and LUMO: 9.2 eV. As for the highest occupied orbital energy: -8.70 eV. The LUMO energy is 0.5 eV. The total charge is 0.

These are the Löwdin partial charges, in e, on atoms 1 to 2:
1. O -0.19
2. C -0.53

#x
Formula: C2H7O2PS2
Source: the OMol25 dataset
Level of theory: wB97M-V/def2-TZVPD

XYZ file:
```
14
Properties=species:S:1:pos:R:3
O 2.20088 -1.62048 -0.03537
C 1.77278 -0.31169 -0.22429
P -0.38761 -0.30237 -0.08385
S -0.95041 -1.79393 -1.26559
S -0.76785 -0.68795 2.00500
C -1.03679 1.53745 -0.26732
O -2.44046 1.35102 -0.29754
H 1.92246 -1.93775 -0.86645
H 2.21880 0.05862 0.72857
H 2.01704 0.10549 -1.10465
H -0.18497 -1.93810 1.73602
H -0.85599 1.91850 -1.29438
H -0.53600 2.00687 0.51687
H -2.97189 1.61432 0.45299
```

As for the structure (SMILES): OCP(=S)(S)CO. As for the gap between HOMO and LUMO: 9.0 eV. As for the highest occupied orbital energy: -8.60 eV. The LUMO energy is 0.4 eV. The total charge is 0.

These are the Löwdin partial charges, in e, on atoms 1 to 2:
1. O -0.11
2. C -0.31

Of them, #x has the highest stability.

#w
Formula: C12H17N
Source: the OMol25 dataset
Level of theory: wB97M-V/def2-TZVPD

XYZ file:
```
30
Properties=species:S:1:pos:R:3
C -1.54245 -2.45665 1.61985
C -1.67591 -1.73035 0.33016
C -1.15193 -2.06670 -0.88118
N -1.21851 -1.03358 -1.76670
C -1.87833 0.03945 -1.17988
C -1.91452 1.41497 -1.52704
C -2.14621 2.30905 -0.52452
C -2.45901 1.93560 0.79867
C -2.26114 0.63452 1.16613
C -2.02060 -0.34522 0.18190
H -2.42822 -3.00526 1.94405
H -1.37210 -1.74274 2.42488
H -0.70361 -3.15470 1.66478
H -0.66671 -2.98744 -1.16270
H -1.04504 -1.07766 -2.75604
H -1.72106 1.64315 -2.56937
H -2.33120 3.32909 -0.85474
H -2.78327 2.68040 1.49878
H -2.40983 0.40773 2.21754
C 3.28383 0.28668 -1.34746
C 2.68513 0.98083 -0.08053
C 2.99164 0.11228 1.15671
H 2.47515 -0.17013 -1.89977
H 3.81552 1.06279 -1.89510
H 4.10506 -0.31701 -0.98564
H 1.70870 1.44342 -0.23334
H 3.22223 1.92712 0.07375
H 3.49648 -0.82995 0.97276
H 2.19744 0.04402 1.89509
H 3.74846 0.66629 1.71891
```

As for the structure (SMILES): Cc1c[nH]c2ccccc12.CCC. As for the gap between HOMO and LUMO: 8.7 eV. As for the highest occupied orbital energy: -7.84 eV. The LUMO energy is 0.9 eV. The total charge is 0.

These are the Löwdin partial charges, in e, on atoms 1 to 2:
1. C -0.05
2. C -0.23

#x
Formula: C12H17N
Source: the OMol25 dataset
Level of theory: wB97M-V/def2-TZVPD

XYZ file:
```
30
Properties=species:S:1:pos:R:3
C 1.64231 2.37914 -1.97615
C 0.78388 2.23587 -0.73343
C 1.00828 0.82502 -0.08760
C 1.62444 0.62915 1.18611
N 1.63016 -0.68444 1.52575
C 0.86361 -1.38101 0.51991
C 0.48308 -2.71911 0.47042
C -0.21459 -3.16109 -0.60800
C -0.55871 -2.27443 -1.63347
C -0.25312 -0.96474 -1.55329
C 0.51543 -0.44836 -0.51042
H 1.21853 3.11873 -2.72851
H 1.80954 1.44210 -2.48631
H 2.69046 2.70005 -1.75550
H 0.98315 3.10936 -0.04825
H -0.35326 2.26186 -0.78007
H 1.97555 1.41371 1.88289
H 1.80831 -0.96287 2.43691
H 0.63229 -3.33396 1.31807
H -0.63914 -4.16723 -0.63985
H -1.24549 -2.67912 -2.48749
H -0.63752 -0.22822 -2.25349
C -2.40208 1.35730 1.59731
C -3.68875 2.12813 1.34409
H -2.46507 0.97702 2.61488
H -2.36183 0.42608 0.96609
H -1.66123 2.09406 1.43753
H -3.94068 2.06229 0.26858
H -3.54658 3.18766 1.68857
H -4.50091 1.73435 1.79279
```

As for the structure (SMILES): CCc1c[nH]c2ccccc12.CC. As for the gap between HOMO and LUMO: 8.5 eV. As for the highest occupied orbital energy: -7.62 eV. The LUMO energy is 0.9 eV. The total charge is 0.

These are the Löwdin partial charges, in e, on atoms 1 to 2:
1. C -0.13
2. C -0.22

#y
Formula: C12H17N
Source: the OMol25 dataset
Level of theory: wB97M-V/def2-TZVPD

XYZ file:
```
30
Properties=species:S:1:pos:R:3
C -1.84431 -1.82912 -1.17861
C -1.78677 -0.51562 -0.47322
C -2.44339 0.61005 -0.81471
N -2.10166 1.66088 0.03498
C -1.23867 1.13696 0.98214
C -0.54585 1.80956 1.99127
C 0.33158 1.07247 2.75237
C 0.62101 -0.26556 2.46286
C -0.01846 -0.89922 1.41647
C -0.92312 -0.18587 0.64066
H -1.81660 -2.64797 -0.45657
H -0.99049 -1.97499 -1.84378
H -2.73164 -1.93442 -1.80315
H -3.20929 0.79585 -1.55221
H -2.73249 2.38021 0.34933
H -0.75313 2.86039 2.15403
H 0.85388 1.59211 3.54651
H 1.29353 -0.78716 3.13168
H 0.26480 -1.87169 1.11285
C 3.55904 -1.16709 -1.10631
C 2.29419 -0.50846 -1.67341
C 2.39174 -0.05963 -3.12872
H 3.23473 -1.86987 -0.33168
H 4.17630 -1.71678 -1.81211
H 4.14232 -0.43218 -0.54699
H 1.98625 0.35932 -1.08896
H 1.49493 -1.24605 -1.55285
H 1.59616 0.62628 -3.39298
H 2.30449 -0.90986 -3.81165
H 3.36449 0.40135 -3.31131
```

As for the structure (SMILES): Cc1c[nH]c2ccccc12.CCC. As for the gap between HOMO and LUMO: 8.9 eV. As for the highest occupied orbital energy: -7.98 eV. The LUMO energy is 0.9 eV. The total charge is 0.

These are the Löwdin partial charges, in e, on atoms 1 to 2:
1. C -0.05
2. C -0.23

#z
Formula: C12H17N
Source: the OMol25 dataset
Level of theory: wB97M-V/def2-TZVPD

XYZ file:
```
30
Properties=species:S:1:pos:R:3
C -0.40522 0.82169 2.83908
C -0.43054 -0.22943 1.77456
C -1.37848 -1.18824 1.66851
N -1.04102 -2.05545 0.64605
C 0.15695 -1.68225 0.12720
C 0.86306 -2.23502 -0.93961
C 1.98812 -1.53935 -1.35563
C 2.50209 -0.47817 -0.60061
C 1.75499 0.12099 0.39168
C 0.52138 -0.45431 0.72734
H -0.36368 1.84143 2.44723
H 0.45233 0.71512 3.50664
H -1.31707 0.73009 3.42706
H -2.31955 -1.14888 2.19257
H -1.54676 -2.91193 0.51319
H 0.49940 -3.05775 -1.54081
H 2.48083 -1.88544 -2.24221
H 3.47909 -0.07752 -0.83109
H 2.10606 0.98915 0.93319
C -1.35069 3.23237 -0.64792
C -1.04247 2.66873 -2.06092
C -1.07061 1.16597 -2.09319
H -1.99081 4.11165 -0.70197
H -0.46860 3.47383 -0.05645
H -1.91694 2.46302 -0.12009
H -1.71209 3.18442 -2.74871
H -0.06184 3.01404 -2.39890
H -1.99888 0.68686 -1.81120
H -0.84932 0.81434 -3.10873
H -0.31300 0.67034 -1.48528
```

As for the structure (SMILES): Cc1c[nH]c2ccccc12.CCC. As for the gap between HOMO and LUMO: 8.8 eV. As for the highest occupied orbital energy: -7.87 eV. The LUMO energy is 0.9 eV. The total charge is 0.

These are the Löwdin partial charges, in e, on atoms 1 to 2:
1. C -0.05
2. C -0.24

Of them, #y has the highest stability.

#w
Formula: C12H17N
Source: the OMol25 dataset
Level of theory: wB97M-V/def2-TZVPD

XYZ file:
```
30
Properties=species:S:1:pos:R:3
C -0.18930 -3.01145 -0.56584
C 0.80505 -1.95870 -0.29919
C 1.77991 -1.89400 0.65002
N 2.05364 -0.50218 0.90315
C 1.55871 0.16497 -0.19330
C 1.84607 1.49780 -0.67998
C 1.09139 1.95958 -1.69759
C 0.20334 1.10459 -2.45058
C 0.14182 -0.23162 -2.18038
C 0.76541 -0.64639 -0.96820
H 0.17016 -3.97314 -0.96059
H -0.89806 -2.70647 -1.34016
H -0.79228 -3.34076 0.28916
H 2.01326 -2.64178 1.39157
H 2.98739 -0.21662 1.13605
H 2.71978 1.97508 -0.25685
H 1.11908 2.96802 -2.09226
H -0.41846 1.55056 -3.21222
H -0.48535 -0.90587 -2.74822
C -1.70623 1.93384 0.49750
C -2.00340 0.79496 1.50359
C -0.77782 0.10324 2.11759
H -1.22989 1.50148 -0.37554
H -1.14856 2.76083 0.93350
H -2.66185 2.46776 0.35315
H -2.50722 1.28606 2.35218
H -2.78602 0.21032 1.01798
H -0.08805 -0.27532 1.37021
H -0.28590 0.73636 2.84776
H -1.27664 -0.71115 2.65749
```

As for the structure (SMILES): Cc1c[nH]c2ccccc12.CCC. As for the gap between HOMO and LUMO: 9.2 eV. As for the highest occupied orbital energy: -8.27 eV. The LUMO energy is 1.0 eV. The total charge is 0.

These are the Löwdin partial charges, in e, on atoms 1 to 2:
1. C -0.05
2. C -0.23

#x
Formula: C12H17N
Source: the OMol25 dataset
Level of theory: wB97M-V/def2-TZVPD

XYZ file:
```
30
Properties=species:S:1:pos:R:3
C 1.80738 0.97481 -2.17989
C 1.12537 1.35236 -0.90712
C 2.02203 1.92697 0.11902
N 1.08221 2.27590 1.18510
C -0.18597 2.06412 0.80429
C -1.43395 2.43501 1.44774
C -2.55881 2.02894 0.82483
C -2.50872 1.23603 -0.40075
C -1.32903 0.87236 -0.90520
C -0.15444 1.34099 -0.41157
H 1.78399 1.81399 -2.84540
H 1.32984 0.11227 -2.71725
H 2.84066 0.69568 -1.99082
H 2.99042 2.03058 0.26935
H 1.39258 2.74473 2.03198
H -1.63917 2.98712 2.35211
H -3.53179 2.17884 1.23157
H -3.35537 0.90510 -1.07234
H -1.35633 0.18278 -1.62616
C 0.92910 -2.95523 -0.50479
C -0.39002 -2.65279 0.15594
C -0.15981 -2.54018 1.60952
H 1.61164 -2.01582 -0.58510
H 0.74497 -3.10403 -1.57310
H 1.43178 -3.86960 -0.14130
H -0.94374 -1.79976 -0.29127
H -1.07317 -3.51876 0.07083
H 0.50994 -3.33598 2.07275
H 0.15914 -1.60786 1.89610
H -1.14074 -2.75859 2.08092
```

As for the structure (SMILES): Cc1c[nH]c2ccccc12.CCC. As for the gap between HOMO and LUMO: 8.7 eV. As for the highest occupied orbital energy: -7.74 eV. The LUMO energy is 0.9 eV. The total charge is 0.

These are the Löwdin partial charges, in e, on atoms 1 to 2:
1. C -0.06
2. C -0.21

#y
Formula: C12H17N
Source: the OMol25 dataset
Level of theory: wB97M-V/def2-TZVPD

XYZ file:
```
30
Properties=species:S:1:pos:R:3
C 1.24506 -2.85979 -0.36389
C 1.13019 -1.46604 -0.84779
C 0.58345 -1.21042 -2.09435
N 0.46362 0.17676 -2.17699
C 0.94638 0.76601 -0.97140
C 1.03361 2.19453 -0.64087
C 1.47985 2.36621 0.66181
C 1.78868 1.28991 1.64384
C 1.85597 0.00868 1.17226
C 1.47781 -0.22778 -0.15876
H 0.43653 -3.33599 -0.94344
H 1.13309 -2.83056 0.81450
H 2.21555 -3.24144 -0.65830
H 0.57475 -1.62717 -3.08346
H 0.27392 0.84694 -2.94432
H 0.79878 3.01331 -1.37420
H 1.53820 3.41277 1.02591
H 1.90354 1.75085 2.62001
H 1.85471 -0.80220 1.83563
C -3.33154 -1.51267 0.98166
C -2.85423 -0.11668 1.44059
C -3.39949 1.20916 0.83229
H -2.94968 -1.73951 -0.10411
H -2.91178 -2.45242 1.43132
H -4.37934 -1.43298 1.10818
H -1.72441 -0.03537 1.40524
H -3.09224 -0.07989 2.53481
H -2.67962 1.68682 0.15645
H -3.93306 1.88037 1.55052
H -4.03861 1.10253 -0.06821
```

As for the structure (SMILES): Cc1c[nH]c2ccccc12.CCC. As for the gap between HOMO and LUMO: 8.7 eV. As for the highest occupied orbital energy: -7.76 eV. The LUMO energy is 0.9 eV. The total charge is 0.

These are the Löwdin partial charges, in e, on atoms 1 to 2:
1. C -0.06
2. C -0.26

#z
Formula: C12H17N
Source: the OMol25 dataset
Level of theory: wB97M-V/def2-TZVPD

XYZ file:
```
30
Properties=species:S:1:pos:R:3
C 2.56938 -3.43555 0.24261
C 1.28388 -2.62489 0.14424
C 0.12002 -2.81565 0.95624
N -0.87738 -1.81514 0.54202
C -0.38877 -1.19131 -0.62601
C -1.04694 -0.27603 -1.44470
C -0.45718 0.21686 -2.58933
C 0.87936 -0.09994 -2.81647
C 1.52168 -0.98642 -1.95706
C 1.00216 -1.63854 -0.85441
H 3.20615 -2.95356 -0.34120
H 2.35315 -4.32209 -0.31298
H 2.83825 -3.62203 1.30953
H -0.12136 -3.45724 1.72993
H -1.85747 -1.96018 0.80351
H -1.99702 -0.20162 -1.33498
H -1.05375 0.71860 -3.27613
H 1.44915 0.42099 -3.63161
H 2.57201 -1.33230 -2.21507
C 0.23804 3.16038 1.63677
C -1.24822 2.90182 1.87946
C -2.26148 2.47270 0.86794
H 0.75608 3.51769 2.51817
H 0.76210 2.40860 1.18719
H 0.33675 3.94207 0.94825
H -1.59385 3.87799 2.28012
H -1.11257 2.06406 2.70446
H -2.15522 1.59227 0.21441
H -2.39436 3.13039 -0.02002
H -3.32261 2.30807 1.45513
```

As for the structure (SMILES): Cc1c[nH]c2ccccc12.CCC. As for the gap between HOMO and LUMO: 8.7 eV. As for the highest occupied orbital energy: -7.84 eV. The LUMO energy is 0.9 eV. The total charge is 0.

These are the Löwdin partial charges, in e, on atoms 1 to 2:
1. C -0.03
2. C -0.21

Of them, #w has the highest stability.